1.
Computed, not measured: a structure of composition C30H48P2W at a distorted geometry, with ωB97M-V/def2-TZVPD.

```
81
Properties=species:S:1:pos:R:3
W 0.245 -0.403 0.652
C -0.776 -2.000 1.920
C 0.527 -2.407 1.386
C 0.840 -0.939 3.201
C -0.548 -1.075 3.006
C 1.519 -1.636 2.143
C -2.066 -2.749 1.778
H -2.018 -3.516 0.995
H -2.902 -2.071 1.574
H -2.299 -3.276 2.717
C -1.600 -0.629 3.962
H -2.562 -1.120 3.773
H -1.748 0.452 3.864
H -1.319 -0.831 5.011
C 1.514 -0.332 4.389
H 1.326 -0.934 5.298
H 1.133 0.679 4.602
H 2.602 -0.264 4.255
C 2.980 -1.935 2.182
H 3.239 -2.593 3.031
H 3.561 -1.015 2.310
H 3.319 -2.438 1.276
C 0.820 -3.673 0.639
H 0.994 -4.490 1.365
H 1.732 -3.555 0.031
H -0.023 -3.961 -0.001
C -1.174 0.944 -3.450
C -1.514 -0.384 -3.564
C -0.958 -1.303 -4.613
C 0.516 -1.061 -4.939
C 1.336 -0.686 -3.759
C 1.676 0.578 -3.431
C 1.091 1.797 -4.076
C -0.398 1.677 -4.458
H -1.579 -1.192 -5.531
H 0.638 -0.304 -5.734
H -1.069 -2.369 -4.337
H -0.532 1.257 -5.459
H -1.638 1.566 -2.715
H -2.484 -0.663 -3.186
H -0.826 2.699 -4.527
H 1.197 2.694 -3.434
H 2.670 0.766 -3.027
H 1.707 2.014 -4.975
H 0.958 -1.990 -5.365
H 1.802 -1.560 -3.319
P -1.656 -0.269 -0.718
C -3.012 0.906 -0.655
C -1.786 -1.985 -1.325
P 2.130 0.221 -0.623
C 0.093 0.406 -1.242
C 2.908 -1.240 -1.327
C 3.008 1.780 -0.740
H -2.773 1.640 0.144
H -3.912 0.329 -0.349
H -3.209 1.432 -1.612
H -1.482 -2.101 -2.374
H -2.836 -2.287 -1.184
H -1.141 -2.648 -0.739
H 3.008 2.198 -1.772
H 4.039 1.535 -0.393
H 2.549 2.505 -0.037
H 0.057 1.459 -1.559
H 0.196 -0.265 -2.081
H 3.574 -1.610 -0.536
H 3.484 -0.980 -2.233
H 2.163 -2.027 -1.545
C 0.444 1.537 1.834
C -0.557 2.409 2.553
C -0.643 2.541 3.967
C -1.607 3.366 4.573
C -2.431 4.188 3.792
C -2.288 4.145 2.389
C -1.363 3.273 1.798
H 0.837 2.114 1.001
H 1.279 1.358 2.508
H 0.025 1.988 4.635
H -1.708 3.383 5.672
H -3.166 4.847 4.252
H -2.899 4.801 1.758
H -1.235 3.284 0.705
```

As for the HOMO-LUMO gap (alpha / beta): 4.8761 / 5.7596 eV. The spin multiplicity is 3. As for the expectation value of S²: 2.018. Its charge is +2.

***

2.
Computed, not measured: a structure of composition C22H30IrN15O2S at a distorted geometry, with ωB97M-V/def2-TZVPD.

```
71
Properties=species:S:1:pos:R:3
Ir 0.813 -0.244 0.035
N -1.044 -0.071 2.896
C 0.245 0.039 3.187
N 0.602 0.132 4.452
C 1.900 0.233 4.734
N 2.286 0.320 5.991
N 2.860 0.233 3.767
C 2.445 0.133 2.546
N 1.161 0.040 2.162
C 3.455 0.092 1.472
C 4.806 0.218 1.748
C 5.712 0.170 0.701
C 5.236 0.010 -0.594
C 3.874 -0.118 -0.787
N 3.005 -0.089 0.225
H -1.703 -0.092 3.657
H -1.337 -0.107 1.928
H 1.597 0.333 6.726
H 3.261 0.423 6.216
H 5.115 0.350 2.774
H 6.774 0.249 0.890
H 5.906 -0.024 -1.442
H 3.466 -0.258 -1.779
N 1.852 2.692 -2.256
C 1.036 2.838 -1.212
O 0.905 1.994 -0.313
C 0.266 4.097 -1.169
C 0.108 4.871 -2.327
N -0.031 5.461 -3.311
C -0.355 4.489 0.021
N -0.873 4.795 1.008
H 1.957 3.422 -2.947
H 2.453 1.887 -2.306
N 0.956 -0.903 -4.216
C -0.088 -0.015 -4.140
C -0.303 0.193 -2.815
N 0.600 -0.562 -2.094
C 1.343 -1.213 -2.973
H 1.359 -1.256 -5.072
H -0.575 0.393 -5.009
H -1.043 0.808 -2.334
H 2.142 -1.899 -2.744
N 2.008 -4.659 0.071
C 0.855 -4.028 -0.039
N -0.108 -4.522 -0.795
S 0.577 -2.584 0.900
H 2.150 -5.579 -0.326
H 2.707 -4.326 0.716
H -0.041 -5.445 -1.204
H -1.009 -4.072 -0.804
C -2.841 2.162 1.152
N -3.463 1.033 0.476
C -4.927 1.031 0.442
C -5.428 0.297 -0.784
C -4.796 -1.078 -0.799
N -3.340 -0.968 -0.690
C -2.585 -2.086 -1.225
C -2.720 0.042 -0.043
O -1.455 0.048 0.105
H -3.135 3.094 0.666
H -1.761 2.073 1.123
H -3.172 2.228 2.190
H -5.270 2.064 0.445
H -5.307 0.556 1.352
H -5.155 0.846 -1.686
H -6.512 0.208 -0.751
H -5.028 -1.599 -1.728
H -5.173 -1.684 0.030
H -2.707 -2.131 -2.310
H -2.968 -3.018 -0.799
H -1.536 -1.964 -0.980
```

As for the HOMO-LUMO gap (alpha / beta): 7.1322 / 6.0243 eV. The energy above the lowest of the compared OMol25 structures with the same formula, charge and spin is 82.9 kJ/mol. The spin multiplicity is 2. As for the expectation value of S²: 0.776. Its charge is +3.

***

3.
Computed, not measured: a structure of composition C6H9N2 at a distorted geometry, with ωB97M-V/def2-TZVPD.

```
17
Properties=species:S:1:pos:R:3
C 0.310 -0.024 -0.940
C -0.961 0.504 -0.389
C 0.544 -0.333 1.360
C 0.880 -0.290 -2.103
C -2.007 1.274 -1.181
C 0.759 -0.834 2.686
N -1.193 0.370 0.867
N 1.098 -0.331 0.200
H 1.955 -0.696 -2.209
H 0.398 -0.152 -3.038
H -2.941 1.257 -0.598
H -1.892 0.632 -2.168
H -1.706 2.247 -1.251
H 1.658 -0.184 2.939
H 1.230 -1.911 2.561
H -0.113 -0.591 3.273
H 1.981 -0.938 -0.008
```

As for the HOMO-LUMO gap: 9.6037 eV. The energy above the lowest of the compared OMol25 structures with the same formula, charge and spin is 443.6 kJ/mol. Its charge is +1.

***

4.
Computed, not measured: the molecule C6H9N, with ωB97M-V/def2-TZVPD.

```
16
Properties=species:S:1:pos:R:3
C 1.548 1.512 0.296
C 0.713 0.287 0.102
C 1.123 -1.047 0.401
C 0.027 -1.847 0.245
N -1.041 -1.050 -0.064
C -0.636 0.258 -0.157
C -1.489 1.326 -0.753
H 0.956 2.419 0.314
H 2.296 1.635 -0.489
H 2.123 1.467 1.219
H 2.159 -1.355 0.463
H -0.093 -2.900 0.450
H -1.908 -1.490 -0.311
H -0.849 2.068 -1.223
H -2.165 0.959 -1.512
H -2.038 1.896 -0.008
```

As for the HOMO-LUMO gap: 8.8767 eV. The energy above the lowest of the compared OMol25 structures with the same formula, charge and spin is 28.8 kJ/mol. The SMILES is Cc1cc[nH]c1C. Its charge is 0.

***

5.
Computed, not measured: a cluster of 2 separate species, C27H26O5 in total at a distorted geometry, with ωB97M-V/def2-TZVPD.

```
58
Properties=species:S:1:pos:R:3
C -0.183 -1.544 4.258
O 0.688 -0.880 3.374
C 0.587 0.501 3.344
C 1.841 1.221 3.236
O 1.891 2.441 3.153
O 2.980 0.460 3.279
C 4.091 1.285 3.415
C -0.681 1.205 3.429
O -0.732 2.425 3.512
O -1.831 0.463 3.410
C -2.939 1.304 3.520
H -0.255 -2.584 3.944
H 0.233 -1.496 5.263
H -1.169 -1.088 4.241
H 4.991 0.712 3.186
H 3.988 2.138 2.738
H 4.127 1.641 4.446
H -3.841 0.754 3.237
H -3.020 1.650 4.554
H -2.787 2.166 2.863
C -3.771 -3.676 -3.040
C -2.431 -3.822 -3.350
C -1.543 -2.805 -3.086
C -1.975 -1.601 -2.513
C -1.039 -0.519 -2.188
C 0.264 -0.840 -1.740
C 1.260 0.057 -1.460
C 2.572 -0.263 -0.967
C 3.491 0.771 -0.735
C 4.762 0.502 -0.280
C 5.157 -0.799 -0.037
C 4.263 -1.833 -0.237
C 2.991 -1.574 -0.693
C -1.484 0.872 -2.346
C -1.200 1.857 -1.389
C -1.590 3.161 -1.582
C -2.284 3.517 -2.723
C -2.605 2.559 -3.666
C -2.215 1.254 -3.481
C -3.344 -1.469 -2.233
C -4.223 -2.495 -2.484
H -4.464 -4.478 -3.239
H -2.085 -4.736 -3.806
H -0.506 -2.914 -3.353
H 0.480 -1.887 -1.628
H 1.065 1.100 -1.637
H 3.185 1.789 -0.907
H 5.449 1.312 -0.095
H 6.154 -1.003 0.320
H 4.561 -2.845 -0.021
H 2.309 -2.391 -0.828
H -0.707 1.572 -0.475
H -1.353 3.910 -0.843
H -2.586 4.541 -2.874
H -3.137 2.841 -4.559
H -2.442 0.512 -4.226
H -3.694 -0.562 -1.774
H -5.265 -2.388 -2.228
```

As for the HOMO-LUMO gap: 2.5669 eV. The energy above the lowest of the compared OMol25 structures with the same formula, charge and spin is 537.9 kJ/mol. Its charge is 0.

***

6.
Computed, not measured: a structure of composition C18H23N2OReS3, with ωB97M-V/def2-TZVPD.

```
48
Properties=species:S:1:pos:R:3
Re -0.104 0.652 -0.542
C 0.612 1.364 1.596
C 0.146 2.432 0.790
C 1.025 2.544 -0.343
C 2.024 1.526 -0.232
C 1.766 0.821 0.969
C 2.659 -0.211 1.590
C 3.186 1.330 -1.158
C 1.038 3.703 -1.304
C -0.930 3.409 1.154
C 0.099 1.007 2.957
H 3.220 0.260 2.401
H 3.377 -0.614 0.879
H 2.113 -1.038 2.035
H 4.057 1.889 -0.807
H 2.953 1.676 -2.163
H 3.472 0.282 -1.230
H 1.073 4.635 -0.738
H 0.163 3.739 -1.950
H 1.918 3.669 -1.943
H -0.558 4.093 1.920
H -1.819 2.916 1.545
H -1.232 4.001 0.291
H 0.712 1.489 3.723
H 0.138 -0.066 3.147
H -0.927 1.342 3.098
S -0.256 0.748 -2.810
C -1.893 0.522 -3.229
C -2.231 0.418 -4.625
N -2.473 0.322 -5.744
C -2.843 0.486 -2.247
S -2.382 0.689 -0.620
C -4.244 0.332 -2.541
N -5.361 0.196 -2.773
O -0.107 -1.379 -0.590
S 0.544 -2.437 0.362
C 0.130 -3.969 -0.489
C -0.642 -4.824 0.513
C -1.549 -3.858 1.273
C -0.658 -2.686 1.685
H 1.047 -4.411 -0.871
H -0.493 -3.639 -1.323
H 0.046 -5.325 1.198
H -1.200 -5.599 -0.010
H -2.004 -4.320 2.147
H -2.354 -3.504 0.626
H -0.087 -2.886 2.594
H -1.170 -1.728 1.789
```

As for the HOMO-LUMO gap (alpha / beta): 6.2753 / 7.2092 eV. The energy above the lowest of the compared OMol25 structures with the same formula, charge and spin is 67.3 kJ/mol. The spin multiplicity is 2. As for the expectation value of S²: 0.800. Its charge is +1.